Model 1:
Entry from the Open Molecules 2025 dataset: CH4N2O in the gas phase (the ωB97M-V functional and the def2-TZVPD basis).

Highest occupied orbital energy in eV: -9.941

```
8
CH4N2O (the ωB97M-V functional and the def2-TZVPD basis)
C 0.65748 0.48829 0.35064
H -1.22289 -1.49271 -0.34454
H 1.02351 -0.75818 -1.29645
H 1.72148 0.68142 0.37600
H -1.07467 0.94008 0.79680
N 0.48832 -0.65229 -0.38978
N -0.11329 1.16360 1.04949
O -0.87719 -0.73494 -0.78170
```

Let us look at the Mulliken charges, expressed in e, one per atom:
1 C 0.0111
2 H 0.3378
3 H 0.2813
4 H 0.3204
5 H 0.2797
6 N -0.2140
7 N -0.5672
8 O -0.4490


Model 2:
Entry from the Open Molecules 2025 dataset: 2 unconnected molecules or ions with the total composition CH4N2O (the ωB97M-V functional and the def2-TZVPD basis).

Highest occupied orbital energy (alpha / beta) in eV: -8.807 / -8.770

```
8
CH4N2O (the ωB97M-V functional and the def2-TZVPD basis)
C 0.10501 0.71289 0.30810
N 1.53682 2.18291 -1.49147
N -0.59210 -1.42626 0.75873
O 0.41446 -0.49908 0.24615
H -0.78919 0.85049 0.83046
H 0.62225 2.06725 -1.88744
H -0.09191 -2.18535 1.16551
H -1.20532 -1.70284 0.06996
```

Let us look at the Mulliken charges, expressed in e, one per atom:
1 C -0.1802
2 N -0.2592
3 N -0.4169
4 O -0.0809
5 H 0.2262
6 H 0.2246
7 H 0.2556
8 H 0.2307


Least stable: model 2